22
Properties=species:S:1:pos:R:3:mulliken_charge:R:1 method="wB97M-V/def2-TZVPD" largest_force_ev_per_a=15.23 charge=-2 relative_energy_kj_mol=998.8 homo_energy_ev=-5.4 spin_multiplicity=1 e_tot_ev=-232092.7818 lumo_energy_ev=4.65
Rb 0.55 -0.30 0.27 1.169
As 0.95 -3.17 1.25 2.067
F 0.44 -2.33 2.69 -0.460
F -0.19 -2.17 0.21 -0.559
F 1.38 -4.11 -0.25 -0.523
F 2.21 -4.16 2.15 -0.530
F -0.34 -4.38 1.47 -0.494
F 2.22 -1.92 0.79 -0.562
As -0.44 1.19 -2.76 1.963
F -0.09 0.21 -1.37 -0.373
F 0.27 2.65 -1.90 -0.524
F -0.75 2.22 -4.18 -0.528
F -1.13 -0.12 -3.69 -0.488
F -2.07 1.59 -2.04 -0.532
F 1.23 0.87 -3.36 -0.536
As -0.62 2.01 1.57 1.995
F -1.46 0.63 0.95 -0.494
F 0.42 1.82 0.06 -0.532
F 0.43 3.39 2.16 -0.535
F -1.78 2.21 2.94 -0.517
F 0.34 0.79 2.48 -0.516
F -1.59 3.09 0.54 -0.492


8
Properties=species:S:1:pos:R:3:mulliken_charge:R:1 method="wB97M-V/def2-TZVPD" largest_force_ev_per_a=2.49 relative_energy_kj_mol=94.9 homo_energy_ev=-12.1 spin_multiplicity=1 e_tot_ev=-77695.0831 lumo_energy_ev=-1.26
Cs 1.45 3.09 1.58 1.014
As -0.23 -0.46 -0.25 1.957
F 0.91 0.37 0.86 -0.533
F -1.66 0.62 0.19 -0.506
F -1.29 -1.33 -1.41 -0.476
F 1.11 -1.56 -0.62 -0.464
F -0.69 -1.55 1.10 -0.475
F 0.38 0.81 -1.45 -0.518


37
Properties=species:S:1:pos:R:3:mulliken_charge:R:1 method="wB97M-V/def2-TZVPD" largest_force_ev_per_a=1.13 charge=-1 relative_energy_kj_mol=57.1 homo_energy_ev=-8.0 spin_multiplicity=1 e_tot_ev=-97950.4186 lumo_energy_ev=2.65
As 19.69 15.41 1.49 2.134
F 17.94 15.19 1.41 -0.576
F 19.57 16.32 -0.02 -0.560
F 21.41 15.72 1.42 -0.478
F 19.73 14.49 3.00 -0.596
F 19.90 13.92 0.59 -0.584
F 19.37 16.82 2.45 -0.454
O 21.81 16.54 -1.58 -0.652
H 20.98 16.80 -1.17 0.338
H 21.64 15.66 -1.94 0.303
O 20.91 19.01 5.01 -0.617
H 20.40 19.01 4.19 0.329
H 20.63 19.81 5.47 0.293
O 22.82 15.68 4.67 -0.624
H 23.15 15.36 3.82 0.316
H 23.14 16.59 4.73 0.301
O 15.96 16.68 0.31 -0.709
H 16.73 16.38 0.84 0.421
H 16.35 17.15 -0.44 0.294
O 24.63 15.72 -0.61 -0.645
H 24.91 15.94 -1.50 0.294
H 23.66 15.80 -0.64 0.373
O 17.16 19.07 3.31 -0.661
H 16.74 19.17 2.45 0.310
H 17.64 18.23 3.23 0.337
O 15.18 16.01 3.00 -0.630
H 15.13 16.03 2.03 0.362
H 15.27 15.07 3.22 0.296
O 19.90 11.80 3.25 -0.663
H 20.01 11.61 4.18 0.301
H 19.83 12.78 3.19 0.468
O 22.46 12.98 0.89 -0.663
H 21.51 13.14 0.77 0.392
H 22.78 13.78 1.30 0.284
O 21.93 18.89 1.09 -0.620
H 21.98 17.93 1.23 0.290
H 22.78 19.22 1.41 0.296


49
Properties=species:S:1:pos:R:3:mulliken_charge:R:1 method="wB97M-V/def2-TZVPD" largest_force_ev_per_a=1.04 charge=-1 relative_energy_kj_mol=28.9 homo_energy_ev=-7.4 spin_multiplicity=1 e_tot_ev=-106271.2965 lumo_energy_ev=2.20
As 0.15 0.21 -0.02 2.356
F 0.99 -0.99 -0.93 -0.483
F -0.34 1.05 -1.42 -0.558
F -0.66 1.34 0.94 -0.467
F 0.67 -0.57 1.44 -0.430
F 1.65 1.07 0.04 -0.578
F -1.28 -0.77 -0.13 -0.465
O 0.65 -4.26 -0.42 -0.613
H 1.38 -4.75 -0.81 0.285
H 1.01 -3.38 -0.25 0.312
O -1.55 -2.86 -2.12 -0.665
H -1.50 -2.40 -1.27 0.270
H -1.67 -3.78 -1.89 0.300
O -2.89 3.20 -0.18 -0.662
H -2.94 3.27 0.78 0.328
H -3.19 2.30 -0.36 0.291
O -1.09 -2.45 3.15 -0.679
H -0.46 -1.85 2.73 0.353
H -1.87 -2.42 2.58 0.333
O 4.75 -0.94 0.50 -0.634
H 5.21 -1.67 0.06 0.271
H 4.05 -0.69 -0.13 0.388
O -3.25 0.49 1.65 -0.609
H -3.58 -0.23 2.20 0.281
H -2.30 0.52 1.83 0.285
O -3.18 0.19 -3.05 -0.640
H -2.69 0.18 -2.21 0.300
H -4.10 0.12 -2.79 0.297
O 3.54 0.24 -1.88 -0.725
H 3.36 -0.31 -2.66 0.353
H 2.67 0.32 -1.45 0.308
O 0.02 4.00 0.30 -0.615
H -0.78 3.55 -0.03 0.272
H 0.63 3.97 -0.46 0.424
O 1.14 0.65 3.92 -0.702
H 1.25 0.07 3.15 0.327
H 1.55 1.51 3.67 0.379
O 2.20 3.75 -1.39 -0.713
H 2.24 2.85 -1.01 0.317
H 3.03 3.87 -1.85 0.301
O -3.32 -2.61 1.28 -0.588
H -3.45 -2.34 0.36 0.274
H -3.74 -3.48 1.34 0.250
O 1.98 3.06 2.82 -0.668
H 1.41 3.47 2.12 0.315
H 2.86 3.42 2.66 0.281
O 0.80 -2.16 -3.71 -0.644
H 0.08 -2.48 -3.13 0.366
H 0.51 -1.28 -3.98 0.320


121
Properties=species:S:1:pos:R:3:mulliken_charge:R:1 method="wB97M-V/def2-TZVPD" largest_force_ev_per_a=2.56 charge=-1 relative_energy_kj_mol=13.3 homo_energy_ev=-7.9 spin_multiplicity=1 e_tot_ev=-156194.3536 lumo_energy_ev=0.85
As 12.37 13.07 11.64 2.495
F 11.01 12.45 10.64 -0.393
F 13.46 12.06 10.59 -0.502
F 13.79 13.57 12.58 -0.567
F 11.28 14.14 12.56 -0.535
F 12.05 11.73 12.82 -0.351
F 12.60 14.40 10.44 -0.640
O 8.42 8.72 14.66 -0.606
H 7.72 9.35 14.81 0.279
H 9.14 9.23 14.30 0.237
O 11.56 16.69 11.28 -0.620
H 11.06 16.27 10.58 0.226
H 11.44 16.10 12.04 0.310
O 13.31 19.01 12.28 -0.610
H 13.22 19.93 12.05 0.275
H 12.47 18.61 12.06 0.298
O 13.57 12.19 7.12 -0.603
H 13.13 12.18 6.28 0.250
H 14.21 12.91 7.05 0.282
O 17.03 15.12 12.23 -0.756
H 17.22 14.25 12.57 0.513
H 16.08 15.20 12.33 0.254
O 10.02 12.71 6.31 -0.691
H 10.75 13.24 6.63 0.379
H 9.40 12.69 7.04 0.318
O 8.68 12.51 9.15 -0.618
H 9.36 12.24 9.76 0.325
H 7.97 11.88 9.29 0.289
O 15.70 13.09 9.49 -0.167
H 15.25 13.88 9.18 0.128
H 15.01 12.44 9.58 0.009
O 15.15 14.24 6.90 -0.520
H 16.10 14.10 6.87 0.276
H 14.99 14.92 6.25 0.228
O 7.56 9.91 10.64 -0.627
H 7.78 10.43 11.41 0.342
H 6.61 10.04 10.53 0.254
O 8.87 15.96 16.67 -0.636
H 9.39 15.41 16.09 0.338
H 8.71 16.76 16.17 0.292
O 13.84 7.85 11.48 -0.634
H 14.30 7.16 11.00 0.286
H 13.03 7.99 10.98 0.301
O 11.95 8.27 6.68 -0.667
H 12.60 8.32 5.98 0.285
H 12.18 8.98 7.27 0.384
O 17.34 9.20 10.07 -0.710
H 16.81 9.09 9.28 0.322
H 17.75 10.06 9.97 0.387
O 11.56 7.66 9.93 -0.673
H 10.80 7.09 10.01 0.222
H 11.22 8.45 9.51 0.287
O 14.19 13.66 16.29 -0.720
H 14.39 13.60 15.36 0.417
H 14.19 12.75 16.59 0.261
O 9.97 12.68 16.09 -0.507
H 10.16 13.61 16.00 0.272
H 9.02 12.62 16.03 0.261
O 11.64 14.25 7.75 -0.608
H 12.39 13.67 7.69 0.327
H 11.63 14.54 8.67 0.197
O 10.05 9.03 17.50 -0.619
H 9.34 9.64 17.72 0.284
H 10.60 9.52 16.89 0.462
O 11.52 10.37 15.66 -0.735
H 11.02 11.19 15.65 0.377
H 12.44 10.65 15.63 0.217
O 14.77 11.82 14.33 -0.564
H 14.84 10.91 14.04 0.252
H 14.62 12.31 13.53 0.222
O 9.44 15.38 9.46 -0.339
H 8.60 15.82 9.50 0.193
H 9.23 14.47 9.25 0.213
O 7.15 12.96 15.66 -0.546
H 6.37 13.01 16.21 0.265
H 6.95 13.51 14.91 0.275
O 14.82 15.96 17.39 -0.655
H 15.56 15.68 17.93 0.276
H 14.63 15.20 16.83 0.430
O 14.41 16.22 11.82 -0.527
H 13.64 15.97 11.32 0.249
H 14.34 17.17 11.92 0.240
O 12.95 10.02 8.56 0.062
H 13.23 10.76 8.03 0.427
H 12.41 10.40 9.25 -0.156
O 18.34 15.12 9.90 -0.652
H 19.12 14.72 10.30 0.253
H 17.72 15.21 10.62 0.455
O 10.92 15.23 15.02 -0.640
H 11.45 15.56 15.74 0.351
H 11.55 14.90 14.38 0.142
O 9.91 9.44 9.06 -0.483
H 9.14 9.56 9.62 0.230
H 9.55 9.20 8.21 0.209
O 10.74 9.28 13.06 -0.344
H 10.82 9.76 12.23 0.042
H 11.09 9.87 13.72 0.434
O 10.11 16.52 6.64 -0.656
H 10.63 15.76 6.93 0.449
H 9.83 16.94 7.46 0.269
O 11.21 6.75 14.19 -0.697
H 10.85 7.62 14.04 0.366
H 11.88 6.64 13.51 0.317
O 15.43 8.65 7.86 -0.681
H 15.29 8.64 6.91 0.261
H 14.59 8.92 8.22 0.361
O 18.34 11.98 9.80 -0.603
H 19.04 12.64 9.81 0.254
H 17.54 12.49 9.65 0.327
O 8.56 11.80 13.04 -0.311
H 9.37 12.05 12.61 0.194
H 8.05 12.61 13.09 0.144
O 17.54 12.65 13.02 -0.694
H 17.07 12.32 12.26 0.260
H 17.39 12.00 13.70 0.309
O 7.29 14.35 13.05 -0.604
H 7.24 15.21 13.46 0.262
H 7.27 14.54 12.11 0.197
O 15.59 9.73 12.18 -0.463
H 14.88 9.09 12.11 0.327
H 16.22 9.47 11.50 0.267


32
Properties=species:S:1:pos:R:3:lowdin_spin:R:1 method="wB97M-V/def2-TZVPD" largest_force_ev_per_a=4.17 charge=-2 homo_energy_ev="-6.8 / -6.7" spin_multiplicity=2 e_tot_ev=-100600.8650 lumo_energy_ev="4.39 / -4.15"
Ba -0.38 0.24 -0.19 -0.001
B -0.95 -0.43 -3.13 0.000
F -1.12 -0.89 -4.39 0.000
F -0.67 -1.47 -2.24 0.019
F 0.06 0.42 -2.98 0.009
F -2.15 0.10 -2.65 0.013
B -0.67 3.21 -0.10 0.000
F -0.89 4.56 -0.12 0.000
F -0.38 2.68 -1.36 0.000
F 0.40 2.71 0.70 0.000
F -1.75 2.62 0.38 0.000
P 3.41 -0.08 -1.69 -0.037
F 2.19 0.79 -1.04 -0.002
F 2.83 0.21 -3.15 0.057
F 4.39 1.17 -1.71 0.267
F 4.68 -0.89 -2.27 0.015
F 4.17 -0.31 -0.24 0.527
F 2.56 -1.46 -1.41 0.123
P -3.53 -1.33 1.02 0.000
F -4.24 -2.79 0.99 0.000
F -2.93 -1.64 -0.46 0.000
F -4.77 -0.56 0.37 0.000
F -2.66 0.01 0.92 0.000
F -4.03 -0.92 2.55 0.000
F -2.09 -1.99 1.57 0.000
P 1.22 -0.60 2.99 0.000
F 1.76 0.87 2.56 0.003
F 1.47 -1.08 1.48 0.006
F 2.73 -1.02 3.34 0.000
F 0.56 -2.04 3.37 0.001
F 1.00 -0.06 4.46 0.001
F -0.21 -0.04 2.44 0.001